{
  "formula": "C7H11N",
  "method": "ωB97M-V with the def2-TZVPD basis set",
  "multiplicity": 1,
  "homo_ev": -8.39,
  "smiles": "CC1=C(C)[C@H](C)N=C1",
  "charge": 0,
  "species": ["C", "C", "C", "C", "C", "C", "N", "C", "H", "H", "H", "H", "H", "H", "H", "H", "H", "H", "H"],
  "positions_angstrom": [[-2.43649, 0.80663, 0.42813], [-1.07356, 0.62352, -0.15280], [-0.12855, -0.42370, -0.04965], [-0.11362, -1.79778, 0.35235], [1.13028, 0.11860, -0.72211], [2.41693, -0.01215, 0.15839], [0.84793, 1.42213, -1.04998], [-0.36080, 1.67599, -0.85026], [-2.62592, 1.88778, 0.66396], [-2.43470, 0.25359, 1.42673], [-3.22184, 0.23849, -0.18563], [0.90167, -2.16882, 0.31939], [-0.95131, -2.24965, -0.28795], [-0.64775, -2.11478, 1.40337], [1.33935, -0.64233, -1.53359], [3.29446, 0.23724, -0.41250], [2.55274, -1.03648, 0.43302], [2.39376, 0.55495, 1.05555], [-0.88256, 2.62677, -0.99640]]
}

=====

{
  "formula": "C5H8N2O",
  "method": "ωB97M-V with the def2-TZVPD basis set",
  "multiplicity": 1,
  "homo_ev": -9.24,
  "charge": 0,
  "species": ["C", "C", "C", "C", "C", "N", "N", "O", "H", "H", "H", "H", "H", "H", "H", "H"],
  "positions_angstrom": [[1.09689, -1.34815, -0.21108], [-0.10794, 0.47421, 0.78529], [-0.49177, -0.11286, -0.48102], [1.18895, 1.08163, 1.29281], [-1.89241, -0.10021, -1.00615], [0.68316, -0.56335, -1.26081], [-0.17111, -0.96267, 0.68254], [2.05106, -2.00167, 0.06458], [-0.97109, 0.91538, 1.26590], [1.13440, 2.15509, 0.91954], [1.99339, 0.43710, 1.07258], [0.93432, 1.08294, 2.40254], [-2.04489, -0.91620, -1.72852], [-1.98413, 0.87016, -1.43088], [-2.53431, -0.32320, -0.19796], [1.11547, -0.68821, -2.16938]]
}

=====

{
  "formula": "C5H10O4",
  "method": "ωB97M-V with the def2-TZVPD basis set",
  "multiplicity": 1,
  "homo_ev": -10.59,
  "smiles": "C[C@]1(C(=O)CO)CO1.O",
  "charge": 0,
  "species": ["C", "C", "C", "O", "C", "O", "C", "O", "H", "H", "H", "H", "H", "H", "H", "H", "O", "H", "H"],
  "positions_angstrom": [[1.43276, -1.01327, 0.41638], [0.11549, -0.37453, 0.06768], [-0.60361, 0.28338, 1.21902], [-0.54482, -0.17658, 2.34037], [-1.47031, 1.49083, 0.95342], [-2.10249, 1.92792, 2.11651], [-0.74224, -1.00339, -0.96103], [-0.16842, 0.26594, -1.21629], [1.29522, -1.75281, 1.21471], [1.84513, -1.54082, -0.45170], [2.14314, -0.25637, 0.77426], [-0.81595, 2.27402, 0.52996], [-2.21238, 1.24573, 0.17550], [-1.80742, 1.35352, 2.83855], [-0.31496, -1.82689, -1.54031], [-1.82899, -1.00374, -0.84285], [2.17528, 0.35255, -2.56808], [1.20703, 0.31613, -2.29974], [2.39754, -0.56164, -2.76637]]
}